{"formula": "C44H100BBrN3O17PS2", "method": "wB97M-V/def2-TZVPD", "species": ["C", "C", "C", "C", "C", "C", "S", "O", "C", "C", "S", "C", "B", "O", "O", "C", "N", "C", "O", "N", "C", "C", "C", "C", "C", "N", "C", "C", "C", "C", "P", "O", "Br", "H", "H", "H", "H", "H", "H", "H", "H", "H", "H", "H", "H", "H", "H", "H", "H", "H", "H", "H", "H", "H", "H", "H", "H", "H", "H", "H", "H", "H", "H", "H", "H", "H", "H", "H", "H", "H", "H", "H", "H", "C", "O", "C", "C", "O", "C", "H", "H", "H", "H", "H", "H", "H", "H", "H", "H", "C", "O", "C", "C", "O", "C", "H", "H", "H", "H", "H", "H", "H", "H", "H", "H", "C", "O", "C", "C", "O", "C", "H", "H", "H", "H", "H", "H", "H", "H", "H", "H", "C", "O", "C", "C", "O", "C", "H", "H", "H", "H", "H", "H", "H", "H", "H", "H", "C", "O", "C", "C", "O", "C", "H", "H", "H", "H", "H", "H", "H", "H", "H", "H", "C", "O", "C", "C", "O", "C", "H", "H", "H", "H", "H", "H", "H", "H", "H", "H"], "positions_angstrom": [[6.2500, -0.0227, 3.5749], [4.8448, -0.0229, 3.1511], [4.2815, 0.0501, 1.6706], [5.4934, -0.4298, 0.6930], [6.0614, -1.9155, 0.9484], [6.3255, -2.5661, -0.5272], [7.7491, -1.7234, -1.4206], [3.9021, 1.3398, 1.1616], [4.4538, 2.5343, 1.5846], [3.7717, 3.6689, 0.5961], [3.9321, 3.2028, 3.2917], [6.0211, 2.8528, 1.4741], [6.6144, 3.0328, -0.0336], [6.0466, 2.2316, -1.1046], [7.7307, 3.9386, -0.3334], [2.8674, -0.7959, 1.4097], [3.1619, -1.4509, 0.0511], [3.0177, -2.7554, 0.0962], [3.4758, -3.9165, -0.0981], [1.7072, 0.0675, 1.1313], [0.8835, -0.2212, -0.0624], [1.3547, 0.5424, -1.4430], [1.1709, -0.6050, -2.5958], [1.3603, -0.0569, -4.0888], [2.9380, 0.1304, -4.4375], [3.1274, 0.9809, -5.6561], [0.8726, 0.6430, 2.1625], [0.5648, 2.2092, 1.7628], [1.2543, 0.6682, 3.7073], [0.3283, 1.7173, 4.5774], [2.6045, -2.3245, 2.4972], [2.7801, -2.0992, 4.1742], [0.3390, -2.8056, 2.3611], [6.7377, 0.8636, 4.1105], [6.8558, -0.9921, 3.3951], [4.1811, 0.0058, 4.1042], [5.2945, -0.1841, -0.4234], [6.4276, 0.2347, 0.9023], [7.0942, -1.8860, 1.4490], [5.3654, -2.6069, 1.5365], [6.5799, -3.6843, -0.4645], [5.3988, -2.4781, -1.2106], [8.2081, -0.7618, -0.5274], [4.2941, 4.6938, 0.7215], [3.7129, 3.3106, -0.4892], [2.6737, 3.8635, 0.9180], [4.8646, 4.1340, 3.7250], [6.1739, 3.8855, 1.9862], [6.7286, 2.1394, 2.0205], [5.5315, 2.8716, -1.6501], [8.5116, 3.3222, -0.3778], [-0.1936, 0.2160, 0.0327], [0.6479, -1.3430, -0.2554], [2.4511, 0.8478, -1.3136], [0.6920, 1.4456, -1.6851], [1.9921, -1.3988, -2.4082], [0.1144, -1.0594, -2.4431], [0.7199, 0.8492, -4.3616], [1.0083, -0.9140, -4.7922], [3.4835, -0.8882, -4.5343], [3.4271, 0.6736, -3.5531], [2.7490, 1.9233, -5.4303], [4.1567, 1.0996, -5.7663], [-0.1854, 0.1500, 2.1641], [1.2274, 2.9518, 2.3263], [0.7512, 2.4203, 0.6441], [-0.5581, 2.4495, 1.9371], [0.9178, -0.3520, 4.1495], [2.3131, 0.9699, 3.9810], [0.9327, 2.6874, 4.6514], [0.2329, 1.3276, 5.6672], [-0.7203, 1.8377, 4.1458], [1.9559, -2.2804, 4.6843], [0.1396, -4.7415, -7.1948], [-0.8039, -4.7699, -8.2572], [-2.0561, -4.1973, -7.8832], [-2.2162, -2.7933, -8.4562], [-1.3100, -1.8789, -7.8422], [-0.1993, -1.5777, -8.6763], [1.1137, -5.0263, -7.5967], [0.2233, -3.7456, -6.7522], [-0.1457, -5.4670, -6.4260], [-2.1762, -4.1926, -6.7944], [-2.8364, -4.8408, -8.3041], [-3.2271, -2.4367, -8.2335], [-2.0934, -2.7977, -9.5446], [-0.5222, -0.9498, -9.5122], [0.2769, -2.4852, -9.0573], [0.5321, -1.0241, -8.0847], [-3.2984, -2.6002, 2.8868], [-3.5774, -1.4425, 2.1110], [-4.0033, -1.7678, 0.7885], [-5.5125, -1.6101, 0.6387], [-6.2121, -2.5965, 1.3954], [-6.7548, -2.0689, 2.5977], [-3.1530, -2.2895, 3.9230], [-4.1191, -3.3211, 2.8518], [-2.3754, -3.0702, 2.5309], [-3.6849, -2.7784, 0.5108], [-3.5064, -1.0620, 0.1136], [-5.7791, -1.7672, -0.4114], [-5.8309, -0.6003, 0.9192], [-7.5992, -1.4119, 2.3672], [-6.0040, -1.5196, 3.1721], [-7.1152, -2.9015, 3.2048], [-10.0862, -1.6151, 5.1787], [-10.3655, -0.4553, 4.4066], [-10.7920, -0.7786, 3.0826], [-12.3014, -0.6209, 2.9335], [-13.0008, -1.6088, 3.6884], [-13.5438, -1.0836, 4.8917], [-9.9409, -1.3083, 6.2162], [-10.9070, -2.3358, 5.1409], [-9.1630, -2.0837, 4.8219], [-10.4734, -1.7886, 2.8029], [-10.2957, -0.0715, 2.4090], [-12.5681, -0.7761, 1.8832], [-12.6199, 0.3883, 3.2158], [-14.3881, -0.4263, 4.6631], [-12.7931, -0.5353, 5.4672], [-13.9038, -1.9179, 5.4963], [-1.2245, 4.8917, -2.6061], [-1.6343, 3.6847, -1.9782], [-2.8152, 3.8572, -1.1946], [-4.0438, 3.3045, -1.9091], [-4.3703, 4.0878, -3.0556], [-3.9724, 3.4616, -4.2676], [-0.4333, 4.6530, -3.3194], [-2.0469, 5.3689, -3.1451], [-0.8216, 5.5811, -1.8568], [-2.9577, 4.9096, -0.9270], [-2.6631, 3.2923, -0.2684], [-4.9003, 3.3633, -1.2299], [-3.9001, 2.2527, -2.1792], [-4.6164, 2.6007, -4.4705], [-2.9273, 3.1419, -4.2322], [-4.0874, 4.1832, -5.0783], [-1.8699, -4.8671, 4.9792], [-3.1555, -4.7887, 5.5794], [-3.7108, -6.0778, 5.8381], [-3.6033, -6.4406, 7.3153], [-2.2452, -6.6528, 7.6973], [-1.7095, -5.5519, 8.4180], [-1.4347, -3.8658, 4.9728], [-1.2025, -5.5329, 5.5325], [-1.9651, -5.2121, 3.9443], [-3.2385, -6.8418, 5.2112], [-4.7701, -6.0266, 5.5641], [-4.1319, -7.3842, 7.4840], [-4.0732, -5.6752, 7.9421], [-2.1543, -5.5091, 9.4167], [-1.8806, -4.6065, 7.8958], [-0.6333, -5.7023, 8.5204], [8.1303, 4.1930, -3.5396], [6.9568, 4.5224, -4.2735], [6.2663, 5.6385, -3.7137], [6.5145, 6.9065, -4.5237], [7.8675, 7.3406, -4.4012], [8.6412, 7.0250, -5.5503], [8.6971, 3.4576, -4.1144], [8.7643, 5.0677, -3.3725], [7.8527, 3.7470, -2.5806], [6.5414, 5.7838, -2.6632], [5.1972, 5.4003, -3.7513], [5.8861, 7.7080, -4.1220], [6.2420, 6.7601, -5.5744], [8.3413, 7.6628, -6.3873], [8.5368, 5.9733, -5.8302], [9.6899, 7.2205, -5.3197]], "forces_ev_per_a": [[-1.744, -1.104, -1.521], [1.505, 0.916, 2.090], [1.438, -2.197, -0.290], [1.175, 0.360, 0.292], [0.150, -0.275, -1.850], [-0.578, -0.380, 0.737], [-0.174, 0.228, 0.630], [0.613, 0.283, 1.821], [1.092, 3.938, -1.618], [-1.091, -0.060, 0.453], [-0.309, -0.479, 0.842], [0.889, 0.632, 0.098], [0.046, -0.406, -0.865], [0.288, 2.265, 1.268], [-0.925, -2.651, 1.057], [-0.327, 1.572, -1.775], [-1.934, -4.711, 2.261], [5.560, -2.278, -1.639], [-3.614, 5.985, 0.620], [-0.345, -0.902, 0.120], [-1.671, 0.825, -1.830], [0.143, -1.978, 0.033], [0.349, 1.187, 0.159], [0.626, -1.850, -0.697], [-0.487, 0.535, 1.241], [0.547, -0.040, 0.730], [-2.223, 2.606, 1.351], [-0.412, 0.129, -0.785], [-1.331, -0.461, 1.144], [0.880, -0.512, 0.215], [0.097, -0.990, 1.705], [-0.927, -0.040, -1.320], [0.987, 0.521, 0.069], [-1.320, -1.969, 0.694], [-0.241, 2.427, -0.947], [0.552, 1.531, -2.134], [-0.083, -0.724, 2.003], [-1.913, -0.765, -0.047], [-1.679, -0.039, -0.530], [0.876, 1.024, -0.765], [-0.265, 1.733, 0.034], [1.492, 0.047, 1.218], [-0.741, -0.960, -0.432], [-0.598, -1.816, -0.321], [0.371, 0.496, 1.481], [1.908, -0.506, -0.505], [-0.331, -0.953, -0.943], [-0.209, -1.789, -0.811], [-1.139, 0.787, -0.493], [0.655, -0.831, -0.008], [-0.793, 1.097, -0.226], [1.925, -0.714, 0.633], [0.864, 1.792, 0.307], [-1.568, -0.341, -0.351], [0.966, -1.242, 0.493], [-1.516, 1.084, -0.266], [1.791, 0.625, -0.403], [1.058, -1.014, 0.626], [0.386, 1.508, 1.017], [-1.121, 1.657, -0.057], [-0.616, -0.941, -0.819], [0.436, -0.914, -0.274], [-1.097, 0.040, -0.054], [1.790, 0.588, -0.067], [-1.008, -1.124, -0.591], [-0.250, -0.607, 1.644], [1.971, -0.281, -0.088], [1.196, 1.529, -0.748], [-1.168, -0.812, -0.635], [-1.344, -1.104, -0.264], [0.161, 0.515, -1.894], [1.537, 0.024, 0.597], [0.725, 0.300, -0.626], [0.027, -0.121, -0.152], [-0.026, 0.253, 0.356], [0.091, -0.054, -0.610], [-0.019, 0.042, 0.613], [0.091, -0.230, -0.323], [0.014, 0.091, 0.173], [-0.131, -0.015, -0.051], [-0.048, -0.017, 0.012], [0.050, 0.068, 0.094], [0.055, 0.101, -0.055], [-0.021, 0.051, 0.029], [-0.020, -0.044, -0.028], [0.067, -0.080, 0.069], [0.076, -0.029, -0.091], [-0.054, 0.014, -0.029], [-0.135, -0.010, 0.024], [0.012, 0.218, 0.061], [-0.103, -0.386, -0.107], [-0.117, 0.573, 0.189], [0.153, -0.572, -0.128], [0.093, 0.340, 0.180], [-0.005, -0.144, -0.068], [-0.012, 0.045, -0.112], [0.033, -0.004, -0.024], [-0.108, -0.125, 0.019], [-0.107, 0.015, 0.053], [-0.034, -0.036, -0.040], [0.031, 0.039, -0.008], [0.092, -0.049, 0.065], [-0.010, 0.095, 0.103], [-0.032, 0.028, -0.033], [0.031, -0.010, -0.139], [0.067, 0.184, 0.054], [-0.129, -0.415, -0.100], [-0.128, 0.567, 0.191], [0.149, -0.567, -0.132], [0.109, 0.349, 0.188], [-0.011, -0.160, -0.065], [0.004, 0.083, -0.121], [0.027, -0.001, -0.057], [-0.037, -0.126, 0.032], [-0.111, 0.013, 0.056], [-0.043, -0.035, -0.028], [0.033, 0.040, -0.005], [0.096, -0.055, 0.060], [-0.001, 0.079, 0.095], [-0.025, 0.030, -0.041], [0.023, 0.005, -0.141], [0.130, -0.155, 0.029], [-0.230, 0.324, -0.077], [0.133, -0.591, -0.104], [-0.074, 0.594, 0.091], [0.269, -0.307, -0.031], [-0.081, 0.146, 0.016], [-0.049, -0.077, 0.100], [-0.011, 0.002, 0.054], [-0.039, 0.104, -0.061], [-0.049, -0.048, -0.105], [-0.055, 0.028, 0.003], [0.034, -0.030, 0.035], [0.099, 0.070, -0.007], [0.076, -0.074, -0.067], [-0.036, -0.039, 0.021], [-0.062, -0.004, 0.129], [-0.108, 0.139, 0.016], [0.275, -0.298, -0.007], [-0.282, 0.427, 0.310], [0.288, -0.412, -0.325], [-0.143, 0.391, 0.014], [0.073, -0.160, -0.043], [-0.122, -0.034, 0.007], [-0.040, -0.041, -0.029], [0.135, -0.058, -0.007], [0.049, 0.032, 0.112], [0.022, -0.054, 0.024], [-0.038, 0.030, -0.020], [0.058, 0.033, -0.103], [0.008, 0.122, 0.028], [-0.047, -0.014, 0.030], [-0.101, -0.099, -0.023], [0.004, -0.285, -0.056], [0.090, 0.281, 0.218], [-0.098, -0.172, -0.545], [0.181, 0.108, 0.565], [-0.114, -0.273, -0.289], [0.049, 0.074, 0.138], [-0.140, 0.059, -0.073], [-0.059, 0.026, 0.027], [0.146, 0.138, -0.146], [0.094, 0.063, -0.077], [-0.019, 0.075, -0.002], [-0.039, -0.028, -0.013], [0.047, -0.098, 0.065], [0.026, -0.066, -0.098], [-0.039, 0.034, -0.015], [-0.118, 0.052, 0.064]], "molar_mass_g_mol": 1129.112, "smiles": "C=C[C@](CCCS)(O[C@@](C)(S)CB(O)O)[C@](N=C=O)(N(CCCCCN)[C@H](C)CC)P(O)Br.COCCOC.COCCOC.COCCOC.COCCOC.COCCOC.COCCOC", "homo_ev": -7.93, "homo_lumo_gap_ev": 7.0}